DFT (ωB97M-V/def2-TZVPD) results for 2 unconnected molecules or ions with the total composition C15H13Cl3NO3.

E   -60964.573 eV
Multiplicity   1
E_LUMO   2.55 eV
Charge   -1

```
35
Properties=species:S:1:pos:R:3:mulliken_charge:R:1
C -1.024 -1.237 3.397 -1.57
C -0.692 -0.955 1.917 1.27
C -2.031 -0.693 1.128 0.41
C -1.998 -0.525 -0.338 -1.08
O -3.039 -0.519 1.801 -0.59
C 0.209 -2.030 1.235 0.40
C 1.102 -2.861 2.101 -1.12
O 0.305 -2.177 0.027 -0.59
H -0.230 -1.671 3.995 0.46
H -1.308 -0.307 3.904 0.35
H -1.899 -1.892 3.355 0.34
H -1.173 -1.053 -0.797 0.33
H -2.939 -0.938 -0.669 0.35
H -1.982 0.535 -0.591 0.25
H 0.909 -2.854 3.174 0.29
H 0.996 -3.888 1.724 0.34
H 2.149 -2.565 1.926 0.28
Cl 0.212 0.494 1.632 -0.15
C 1.271 3.803 1.089 -0.17
Cl 2.398 3.312 -0.015 -0.27
C -0.055 4.166 0.501 0.38
O -0.873 3.529 -0.140 -0.67
C -0.139 5.645 0.820 0.10
C 0.526 6.147 1.996 0.42
C 0.527 7.540 2.184 -0.71
C -0.083 8.345 1.220 -0.54
C -0.719 7.733 0.105 -0.29
N -0.743 6.408 -0.067 -0.57
C 1.160 5.205 2.893 0.67
Cl 1.772 5.805 4.368 -0.33
C 1.394 3.891 2.473 -0.41
H 1.114 7.929 3.021 0.30
H -0.047 9.435 1.258 0.35
H -1.245 8.279 -0.692 0.38
H 1.788 3.119 3.146 0.42
```